Here is a structure of composition C10H17KN5O3PS from the Open Molecules 2025 dataset. Energies are from wB97M-V/def2-TZVPD.

XYZ file:
```
38
Properties=species:S:1:pos:R:3
K -0.61853 -1.50024 -1.03357
N -4.22336 -0.95180 2.35317
C -3.09081 -1.11150 1.59469
S -3.50004 -1.37741 -0.14200
N -1.98037 -1.06708 2.22689
N -0.77399 -1.38590 1.55958
C 0.19216 -0.80857 2.15634
C 1.64683 -1.02192 1.90172
C 2.41412 -1.07492 3.06862
C 3.78086 -1.29036 3.04740
C 4.41904 -1.44703 1.82661
C 3.68926 -1.37881 0.65150
C 2.31870 -1.14974 0.67641
O 1.64786 -1.06237 -0.50956
H -5.05908 -0.63315 1.89866
H -4.05331 -0.65683 3.30161
H -0.03761 -0.16002 3.00088
H 1.90639 -0.94517 4.01727
H 4.33801 -1.33037 3.97296
H 5.48769 -1.61355 1.78483
H 4.16313 -1.49256 -0.31451
N 1.87154 1.25019 -1.90110
C 0.68662 1.23747 -2.77690
P -0.76483 1.72880 -1.76624
O -0.63961 3.19485 -1.50854
O -0.84321 0.72302 -0.64486
C -2.18061 1.45066 -2.86882
N -3.42495 1.68887 -2.13733
H 1.84478 2.08288 -1.31640
H 2.71920 1.31087 -2.45295
H 1.80049 -0.15895 -0.95720
H 0.58480 0.23500 -3.20754
H 0.75006 1.96370 -3.59347
H -2.17460 0.40817 -3.21378
H -2.04197 2.09201 -3.74897
H -4.19719 1.75573 -2.78959
H -3.36810 2.58165 -1.65505
H -3.28936 -0.08561 -0.50078
```

- Charge: 0

And the Mulliken charges, in e, turn out to be: K 0.914; N -0.450; C 0.679; S -0.406; N -0.754; N 0.028; C -0.078; C 0.500; C -0.616; C -0.693; C -0.404; C -0.337; C 0.116; O -0.544; H 0.220; H 0.249; H 0.380; H 0.376; H 0.383; H 0.380; H 0.455; N -0.592; C -0.662; P 0.542; O -0.783; O -0.604; C -0.536; N -0.504; H 0.280; H 0.215; H 0.356; H 0.258; H 0.401; H 0.242; H 0.372; H 0.211; H 0.234; H 0.176



Here is the molecule C20H39N3O2 from the Open Molecules 2025 dataset. Energies are from wB97M-V/def2-TZVPD.

XYZ file:
```
64
Properties=species:S:1:pos:R:3
C 3.82898 0.05889 1.85534
C 4.66035 -0.61758 0.77176
C 4.58450 -2.14357 0.81933
C 3.21497 -2.67416 0.38223
N 2.89306 -2.22180 -0.96235
C 3.37199 -3.11467 -1.99193
H 2.93276 -4.12244 -1.93444
H 4.45325 -3.20970 -1.90164
H 3.14603 -2.68946 -2.96875
C 1.53091 -1.78912 -1.14314
H 1.32205 -1.02845 -0.38429
C 0.43970 -2.87804 -1.02407
N -0.86720 -2.26686 -0.95310
C -1.43547 -1.96905 0.23128
O -1.03085 -2.36437 1.30693
C -2.63185 -1.00945 0.08746
N -2.05996 0.32813 0.05577
C -1.50890 0.84794 -1.05852
O -1.53667 0.26212 -2.12914
C -0.85348 2.20812 -0.89015
C -1.79051 3.24534 -0.26671
C -1.08545 4.59545 -0.16728
C 0.18980 4.48804 0.67044
C 0.88845 5.84063 0.77254
H 1.17296 6.19645 -0.21541
H 0.23043 6.57857 1.22584
H 1.78708 5.76233 1.38014
C 1.11892 3.44077 0.05514
C 0.42796 2.08490 -0.05701
H 0.18966 1.71778 0.94510
H 1.10335 1.36596 -0.52582
H 2.01866 3.34039 0.66560
H 1.42567 3.77359 -0.93884
H -0.08373 4.16057 1.68054
H -1.76023 5.32856 0.27988
H -0.82856 4.94626 -1.16918
H -2.09339 2.93052 0.73498
H -2.69256 3.33832 -0.87519
H -0.58038 2.54193 -1.89659
H -1.88375 0.75762 0.94986
H -3.12158 -1.17370 -0.87826
C -3.64043 -1.15171 1.22887
C -4.23378 -2.55832 1.21649
H -4.74096 -2.74988 0.27302
H -4.95340 -2.66817 2.02389
H -3.45144 -3.29978 1.35027
C -4.74610 -0.10600 1.10673
H -5.29584 -0.24897 0.17883
H -4.34246 0.90362 1.11002
H -5.44274 -0.19990 1.93611
H -3.10157 -1.01190 2.17231
H -1.15297 -1.71648 -1.75656
H 0.46960 -3.55433 -1.88109
H 0.58166 -3.44771 -0.10296
H 1.44954 -1.31230 -2.12541
H 2.45528 -2.30617 1.07283
H 3.21565 -3.77314 0.44790
H 4.79021 -2.49556 1.83231
H 5.35239 -2.55392 0.16108
H 5.70323 -0.31323 0.88687
H 4.31799 -0.28978 -0.21081
H 3.95239 1.13875 1.80599
H 4.14080 -0.27648 2.84252
H 2.77264 -0.16575 1.73556
```

- SMILES: CCCCN(C)CCNC(=O)[C@H](NC(=O)[C@H]1CC[C@H](C)CC1)C(C)C
- Energy relative to the best compared isomer or geometry (same formula, charge and spin): 4.1 kcal/mol
- Charge: 0

And the Mulliken charges, in e, turn out to be: C -1.041; C -0.283; C -0.937; C -0.898; N 0.568; C -1.128; H 0.393; H 0.277; H 0.305; C -0.434; H -0.218; C -0.856; N -0.097; C 0.243; O -0.685; C -0.495; N 0.337; C -0.035; O -0.781; C 0.271; C -0.626; C -1.106; C 0.858; C -1.761; H 0.359; H 0.418; H 0.418; C -1.278; C -0.243; H 0.270; H -0.011; H 0.337; H 0.365; H 0.257; H 0.427; H 0.337; H 0.241; H 0.315; H 0.473; H 0.404; H 0.451; C 0.682; C -1.586; H 0.357; H 0.430; H 0.359; C -1.432; H 0.338; H 0.226; H 0.455; H 0.263; H 0.418; H 0.243; H 0.418; H 0.481; H 0.443; H 0.357; H 0.451; H 0.281; H 0.366; H 0.215; H 0.308; H 0.336; H 0.178



Here is the molecule C17H24O8 from the Open Molecules 2025 dataset. Energies are from wB97M-V/def2-TZVPD.

XYZ file:
```
49
Properties=species:S:1:pos:R:3
O -5.93023 -1.56971 -0.04678
C -5.43498 -0.66922 -0.68044
O -5.97324 -0.24930 -1.84170
H -6.76817 -0.77082 -2.03217
C -4.22022 0.06790 -0.29642
C -3.59263 -0.25422 0.90564
C -2.44515 0.39596 1.31923
C -1.90165 1.42112 0.51106
C -2.52570 1.71813 -0.69827
C -3.66952 1.05768 -1.10099
H -4.13727 1.31002 -2.03899
H -2.12073 2.48512 -1.33889
O -0.81043 2.07389 0.98715
C -0.18963 3.07008 0.20249
C 0.58926 2.51632 -1.01013
H 0.18587 1.52961 -1.27808
O 1.97300 2.43200 -0.78896
C 2.37718 1.30208 -0.03343
H 2.00203 0.38335 -0.50094
C 3.91117 1.29155 -0.02515
O 4.48430 0.04051 0.27331
C 4.52153 -0.90601 -0.77379
C 3.59377 -2.10105 -0.53489
O 2.27244 -1.74677 -0.86610
C 1.30972 -2.72024 -0.54384
C -0.06723 -2.04625 -0.51751
O -0.17001 -1.00776 0.41963
C -0.14230 -1.41325 1.77204
C -0.56390 -0.23106 2.64564
H -0.40631 -0.48000 3.69746
H 0.03400 0.64326 2.37761
O -1.94673 0.03821 2.54413
H 0.86868 -1.72311 2.07120
H -0.83524 -2.25412 1.92592
H -0.25214 -1.57411 -1.48476
H -0.83499 -2.81335 -0.33446
H 1.30576 -3.52708 -1.29287
H 1.53199 -3.16716 0.43578
H 3.92446 -2.94786 -1.15644
H 3.65890 -2.39686 0.52223
H 5.55025 -1.28418 -0.82328
H 4.26394 -0.44362 -1.73161
H 4.28963 1.97182 0.74153
H 4.25060 1.65237 -1.00563
H 1.98385 1.35282 0.98978
H 0.47830 3.19785 -1.85803
H 0.51846 3.55703 0.87849
H -0.92773 3.81442 -0.11727
H -4.01293 -1.02602 1.53151
```

- SMILES: O=C(O)c1ccc2c(c1)OCCOCCOCCOCCOCCO2
- Energy relative to the best compared isomer or geometry (same formula, charge and spin): 2.0 kcal/mol
- Charge: 0

And the Mulliken charges, in e, turn out to be: O -0.602; C 0.492; O -0.455; H 0.347; C 0.192; C -0.552; C 0.549; C 1.174; C -0.468; C -1.308; H 0.436; H 0.358; O -0.484; C -0.929; C -0.109; H 0.269; O -0.449; C 0.853; H -0.255; C -0.771; O -0.381; C -0.596; C -0.604; O -0.235; C -0.696; C -0.932; O 0.362; C -0.600; C -0.686; H 0.414; H 0.199; O -0.542; H 0.371; H 0.370; H 0.317; H 0.453; H 0.358; H 0.403; H 0.355; H 0.371; H 0.409; H 0.334; H 0.259; H 0.373; H -0.010; H 0.302; H 0.459; H 0.414; H 0.473



Number 1: electronic energy -2230.313811 Ha, highest occupied orbital energy -0.3126 Ha, E_LUMO -0.1 eV. Number 2: electronic energy -1100.283507 Ha, highest occupied orbital energy -0.2984 Ha, E_LUMO 0.8 eV. Number 3: electronic energy -1264.047415 Ha, highest occupied orbital energy -0.3069 Ha, E_LUMO 0.7 eV.